Entry 1:
C9H8F4N2 | the ωB97M-V functional and the def2-TZVPD basis

Atoms and positions in Å:
F  2.164  -1.402  -1.491
C  1.964  -0.036  -1.410
C  0.783  0.619  -1.498
C  0.517  1.999  -1.174
C  -0.718  2.452  -0.997
C  -1.934  1.560  -0.981
F  -3.054  2.264  -1.442
C  -1.684  0.236  -1.576
C  -0.422  -0.199  -1.767
N  3.055  0.740  -1.087
F  4.081  0.347  -1.905
F  3.640  0.489  0.229
H  1.305  2.599  -1.053
H  -0.768  3.492  -0.872
H  -2.070  1.336  0.044
H  -2.630  -0.242  -1.717
H  -0.310  -1.123  -2.091
C  1.416  -1.671  1.823
C  0.594  -0.477  1.582
N  -0.248  0.273  1.346
H  1.109  -2.387  1.126
H  1.451  -1.795  2.935
H  2.448  -1.439  1.716

Computed properties:
orbital gap	8.7013	eV
energy relative to the best compared isomer or geometry (same formula, charge and spin)	0.000	eV
net charge	0
LUMO level	-0.019	Eh

Electronic structure analysis, natural (NBO) charges in units of e:
1. F -0.323
2. C 0.412
3. C -0.026
4. C -0.218
5. C -0.120
6. C 0.103
7. F -0.353
8. C -0.124
9. C -0.217
10. N 0.250
11. F -0.213
12. F -0.272
13. H 0.222
14. H 0.221
15. H 0.223
16. H 0.225
17. H 0.211
18. C -0.730
19. C 0.323
20. N -0.384
21. H 0.261
22. H 0.265
23. H 0.264

***

Entry 2:
C9H8FNOS | the ωB97M-V functional and the def2-TZVPD basis

Atoms and positions in Å:
C  3.679  0.518  1.015
C  2.517  0.814  1.064
C  -0.988  -1.179  -2.136
C  -1.455  -1.320  -0.841
C  0.102  -0.369  -2.396
C  -0.849  -0.642  0.213
C  0.690  0.322  -1.350
C  0.222  0.209  -0.048
C  -1.366  -0.839  1.621
N  0.840  2.736  0.662
O  -2.322  0.122  2.011
F  1.753  1.093  -1.629
S  0.860  1.324  1.301
H  4.683  0.241  0.881
H  -1.465  -1.710  -2.945
H  -2.294  -1.970  -0.642
H  0.501  -0.259  -3.392
H  -3.034  0.137  1.358
H  -1.791  -1.850  1.703
H  -0.552  -0.746  2.344
H  0.268  3.369  1.205

Computed properties:
orbital gap	9.3554	eV
energy relative to the best compared isomer or geometry (same formula, charge and spin)	2.708	eV
net charge	0
LUMO level	0.019	Eh

Electronic structure analysis, natural (NBO) charges in units of e:
1. C -0.167
2. C -0.294
3. C -0.178
4. C -0.221
5. C -0.273
6. C -0.046
7. C 0.421
8. C -0.276
9. C -0.084
10. N -1.120
11. O -0.706
12. F -0.302
13. S 1.138
14. H 0.237
15. H 0.220
16. H 0.213
17. H 0.235
18. H 0.469
19. H 0.171
20. H 0.194
21. H 0.369

***

Entry 3:
C9H8N2O2 | the ωB97M-V functional and the def2-TZVPD basis

Atoms and positions in Å:
O  1.683  2.799  0.191
C  0.520  3.057  -0.664
C  -0.005  1.677  -0.875
C  -0.571  0.632  -1.168
C  -1.059  -0.614  -1.194
N  -1.705  -1.205  -2.210
C  -1.727  -2.561  -1.863
C  -1.248  -2.753  -0.556
N  -0.656  -1.524  -0.229
C  0.038  -1.304  0.873
C  0.513  -0.966  1.969
C  1.090  0.150  2.790
O  1.896  1.045  1.950
H  2.036  2.008  -0.208
H  0.937  3.578  -1.465
H  -0.273  3.780  -0.266
H  -2.301  -3.374  -2.446
H  -1.229  -3.483  0.310
H  1.882  -0.310  3.534
H  0.224  0.651  3.348
H  1.320  1.597  1.267

Computed properties:
orbital gap	8.8239	eV
energy relative to the best compared isomer or geometry (same formula, charge and spin)	7.685	eV
net charge	0
LUMO level	0.003	Eh

Electronic structure analysis, natural (NBO) charges in units of e:
1. O -0.689
2. C -0.137
3. C -0.016
4. C -0.011
5. C 0.233
6. N -0.387
7. C -0.083
8. C -0.078
9. N -0.377
10. C 0.167
11. C -0.031
12. C -0.134
13. O -0.744
14. H 0.483
15. H 0.210
16. H 0.221
17. H 0.226
18. H 0.246
19. H 0.210
20. H 0.203
21. H 0.488

***

Entry 4:
C9H8N2O2S | the ωB97M-V functional and the def2-TZVPD basis

Atoms and positions in Å:
C  -2.442  -1.616  0.616
C  -3.275  -0.593  0.449
C  -1.118  -1.372  0.037
C  -0.989  -0.204  -0.616
C  1.525  -0.113  -0.886
C  1.211  -2.373  0.011
C  1.916  2.630  0.837
C  1.196  2.089  -0.125
C  1.817  1.242  -1.224
N  1.831  -1.202  -0.489
N  -0.118  -2.338  0.242
O  1.895  -3.340  0.241
O  -2.332  1.934  0.097
S  -2.542  0.674  -0.646
H  -2.665  -2.527  1.152
H  -4.300  -0.509  0.753
H  1.457  3.225  1.607
H  2.987  2.517  0.894
H  0.120  2.179  -0.163
H  2.901  1.399  -1.270
H  1.367  1.496  -2.187
H  -0.444  -3.198  0.669

Computed properties:
orbital gap	7.9046	eV
energy relative to the best compared isomer or geometry (same formula, charge and spin)	6.559	eV
net charge	0
LUMO level	-0.017	Eh

Electronic structure analysis, natural (NBO) charges in units of e:
1. C -0.228
2. C -0.402
3. C -0.003
4. C -0.482
5. C 0.706
6. C 0.773
7. C -0.365
8. C -0.171
9. C -0.590
10. N -0.439
11. N -0.582
12. O -0.555
13. O -0.982
14. S 1.241
15. H 0.214
16. H 0.231
17. H 0.217
18. H 0.190
19. H 0.259
20. H 0.266
21. H 0.284
22. H 0.420

***

Entry 5:
C9H8N2O2S2 | the ωB97M-V functional and the def2-TZVPD basis

Atoms and positions in Å:
O  5.281  0.203  -0.102
N  4.442  -0.625  0.005
O  4.613  -1.801  0.042
C  3.061  -0.178  0.219
C  2.857  1.128  0.730
C  1.592  1.589  0.924
C  0.476  0.773  0.608
C  0.692  -0.547  -0.029
C  1.975  -1.016  -0.017
N  -0.282  -1.359  -0.508
S  -0.907  -2.555  0.654
C  -1.330  -0.719  -1.099
C  -2.078  0.040  -0.075
S  -3.642  -0.260  0.459
C  -0.843  1.023  0.837
H  3.727  1.940  0.703
H  1.462  2.615  1.350
H  2.115  -2.016  -0.219
H  0.300  -3.156  0.593
H  -2.012  -1.405  -1.640
H  -0.979  -0.017  -1.857
H  -3.462  0.171  1.653
H  -1.350  1.852  1.393

Computed properties:
orbital gap (spin up / spin down)	6.2137 / 7.1426	eV
energy relative to the best compared isomer or geometry (same formula, charge and spin)	0.639	eV
net charge	0
LUMO level (spin up / spin down)	-0.050 / -0.020	Eh

Electronic structure analysis, natural (NBO) charges in units of e:
1. O -0.373
2. N 0.548
3. O -0.384
4. C -0.012
5. C -0.191
6. C -0.211
7. C -0.139
8. C 0.142
9. C -0.137
10. N -0.513
11. S 0.138
12. C -0.319
13. C -0.187
14. S 0.171
15. C -0.159
16. H 0.258
17. H 0.228
18. H 0.225
19. H 0.120
20. H 0.221
21. H 0.228
22. H 0.128
23. H 0.218

***

Entry 6:
C9H8N2OS | the ωB97M-V functional and the def2-TZVPD basis

Atoms and positions in Å:
C  -0.876  -2.559  0.334
C  -0.517  -1.453  1.070
N  -0.816  -1.118  2.338
S  -0.991  0.206  3.082
C  0.349  -0.535  0.353
C  1.780  -0.850  0.310
C  2.591  0.022  -0.383
C  2.029  1.151  -0.963
C  0.699  1.301  -1.066
C  -0.225  0.427  -0.458
N  -1.613  0.577  -0.469
C  -2.215  1.807  -0.492
O  -1.649  2.834  -0.776
H  -1.763  -3.136  0.597
H  -0.303  -2.700  -0.592
H  2.162  -1.608  0.872
H  3.651  -0.104  -0.382
H  2.642  1.874  -1.358
H  0.466  2.255  -1.572
H  -2.117  -0.284  -0.206
H  -3.284  1.892  -0.240

Computed properties:
orbital gap (spin up / spin down)	6.7646 / 7.0136	eV
energy relative to the best compared isomer or geometry (same formula, charge and spin)	3.711	eV
net charge	0
LUMO level (spin up / spin down)	-0.055 / -0.062	Eh

Electronic structure analysis, natural (NBO) charges in units of e:
1. C -0.373
2. C 0.073
3. N -0.557
4. S 0.428
5. C -0.095
6. C -0.184
7. C -0.204
8. C -0.204
9. C -0.207
10. C 0.145
11. N -0.626
12. C 0.531
13. O -0.586
14. H 0.210
15. H 0.221
16. H 0.211
17. H 0.211
18. H 0.209
19. H 0.252
20. H 0.416
21. H 0.129

***

| no. | energy (eV) |
| --- | --- |
| 1 | -23306.251 |
| 2 | -26548.467 |
| 3 | -16531.120 |
| 4 | -27367.307 |
| 5 | -38200.631 |
| 6 | -25322.535 |